[1]
{
  "formula": "C5H14N4O2",
  "method": "ωB97M-V/def2-TZVPD",
  "smiles": "[H]/N=C(/N)NN=C.C[C@@H](O)CO",
  "homo_lumo_gap_ha": 0.347,
  "lumo_ev": 0.58,
  "homo_ha": -0.326,
  "relative_energy_ev": 0.396,
  "charge": 0,
  "species": ["H", "N", "C", "N", "N", "N", "C", "H", "H", "H", "H", "H", "C", "C", "O", "C", "O", "H", "H", "H", "H", "H", "H", "H", "H"],
  "positions_angstrom": [[0.593, -0.709, 1.694], [1.056, -1.384, 1.078], [1.790, -0.799, 0.208], [2.580, -1.565, -0.627], [1.910, 0.570, 0.000], [3.036, 1.338, -0.111], [4.166, 0.768, -0.162], [2.280, -2.540, -0.548], [2.661, -1.206, -1.582], [1.152, 1.104, 0.414], [4.322, -0.304, -0.168], [5.043, 1.421, -0.209], [-3.687, -0.400, -0.215], [-2.195, -0.422, 0.143], [-1.383, -0.916, -0.925], [-1.716, 0.936, 0.624], [-1.450, 1.721, -0.548], [-4.257, -0.107, 0.666], [-3.897, 0.306, -1.032], [-4.018, -1.393, -0.475], [-2.105, -1.159, 0.962], [-1.018, -0.106, -1.333], [-2.498, 1.392, 1.264], [-0.784, 0.807, 1.212], [-1.581, 2.648, -0.331]]
}

---

[2]
{
  "formula": "C45H42CoN8SSe",
  "method": "ωB97M-V/def2-TZVPD",
  "multiplicity": 5,
  "homo_lumo_gap_ha": [0.218, 0.197],
  "lumo_ev": [-2.23, -4.46],
  "homo_ha": [-0.300, -0.361],
  "charge": 1,
  "species": ["Co", "C", "C", "C", "C", "C", "N", "C", "C", "C", "C", "C", "C", "C", "N", "C", "C", "C", "N", "C", "C", "N", "C", "C", "C", "N", "H", "H", "H", "H", "H", "H", "H", "H", "H", "H", "H", "H", "H", "H", "H", "H", "H", "H", "C", "C", "C", "C", "C", "C", "C", "C", "S", "C", "N", "C", "C", "C", "C", "C", "C", "C", "C", "H", "H", "H", "H", "H", "H", "H", "H", "H", "H", "H", "H", "H", "H", "H", "H", "C", "N", "C", "Se", "N", "C", "C", "C", "C", "C", "C", "H", "H", "H", "H", "H", "H", "H", "H"],
  "positions_angstrom": [[-1.443, 0.592, 0.401], [-2.893, 5.394, 5.127], [-2.256, 4.257, 4.380], [-0.948, 4.365, 3.900], [-0.394, 3.347, 3.158], [-1.129, 2.192, 2.866], [-0.597, 1.280, 1.956], [0.593, 0.613, 2.210], [0.872, -0.005, 3.429], [1.969, -0.846, 3.527], [2.820, -1.078, 2.449], [3.981, -2.025, 2.566], [2.570, -0.404, 1.250], [1.480, 0.429, 1.137], [1.332, 1.248, -0.026], [1.545, 2.623, 0.093], [0.680, 3.313, -0.731], [-0.146, 2.406, -1.339], [0.132, 1.075, -0.828], [-2.420, 2.021, 3.425], [-2.963, 3.088, 4.147], [-3.000, 0.764, 3.342], [-3.708, 0.284, 4.366], [-3.837, -1.067, 4.587], [-2.920, -1.953, 3.961], [-2.275, -1.835, 2.841], [-2.143, 6.013, 5.618], [-3.591, 5.033, 5.882], [-3.452, 6.033, 4.440], [-0.376, 5.263, 4.094], [0.602, 3.443, 2.745], [0.194, 0.138, 4.261], [2.165, -1.346, 4.468], [4.307, -2.123, 3.601], [4.827, -1.688, 1.969], [3.704, -3.020, 2.211], [3.242, -0.499, 0.404], [2.347, 2.973, 0.720], [0.672, 4.379, -0.889], [-0.923, 2.499, -2.077], [-3.964, 2.995, 4.549], [-4.098, 0.968, 5.118], [-4.364, -1.404, 5.466], [-2.613, -2.825, 4.541], [4.712, 2.951, -2.465], [4.974, 1.717, -3.331], [5.184, 2.177, -4.780], [6.250, 1.035, -2.819], [3.814, 0.723, -3.288], [3.900, -0.471, -4.011], [2.860, -1.381, -4.029], [1.719, -1.106, -3.295], [0.262, -2.077, -3.195], [-0.527, -0.859, -2.235], [0.399, 0.120, -1.849], [1.624, 0.057, -2.542], [2.662, 0.983, -2.554], [-1.938, -0.693, -2.183], [-2.783, -1.306, -3.133], [-4.125, -0.980, -3.178], [-4.659, -0.063, -2.279], [-3.845, 0.458, -1.273], [-2.494, 0.133, -1.177], [5.570, 3.622, -2.525], [4.572, 2.685, -1.415], [3.835, 3.506, -2.804], [5.990, 2.913, -4.826], [4.278, 2.636, -5.178], [5.454, 1.345, -5.431], [7.089, 1.731, -2.863], [6.511, 0.161, -3.416], [6.129, 0.712, -1.782], [4.789, -0.687, -4.589], [2.930, -2.289, -4.614], [2.576, 1.905, -2.009], [-2.375, -1.989, -3.868], [-4.755, -1.425, -3.938], [-5.697, 0.236, -2.353], [-4.294, 1.125, -0.542], [-0.410, -2.781, 0.639], [-1.757, -2.996, 0.139], [-2.840, -2.255, 0.399], [-3.038, -0.636, 1.639], [-3.877, -2.805, -0.239], [-3.466, -3.915, -0.966], [-4.137, -4.785, -1.812], [-3.381, -5.786, -2.395], [-2.008, -5.910, -2.146], [-1.342, -5.038, -1.305], [-2.105, -4.037, -0.719], [-0.401, -1.909, 1.287], [0.270, -2.641, -0.202], [-0.099, -3.637, 1.237], [-4.786, -2.371, -0.276], [-5.195, -4.684, -2.011], [-3.860, -6.489, -3.063], [-1.457, -6.707, -2.627], [-0.280, -5.127, -1.121]]
}

---

Number 1: total energy -15465.6577 eV. Number 2: total energy -173065.4171 eV.